This record from OMol25 describes 2 unconnected molecules or ions with the total composition C8H18OSi. The level of theory is wB97M-V/def2-TZVPD.

As for the energy relative to the best compared isomer or geometry (same formula, charge and spin): 45.2 kcal/mol. The value obtained for the strongest force on any atom is 0.0282 hartree/bohr. The molecular weight comes out at 158.32 g mol⁻¹. As for the SMILES: C=C[Si](=C(C)C)C(C)C.O. The value obtained for the gap between HOMO and LUMO is 8.05 eV.

Element x y z (Å)
1 C 0.858 -2.251 -1.899
2 C -0.023 -1.689 -1.084
3 Si 0.036 0.094 -0.514
4 C 1.508 0.912 0.015
5 C 1.509 2.307 0.588
6 C 2.880 0.299 -0.089
7 C -1.700 0.865 -0.326
8 C -2.152 0.838 1.132
9 C -2.734 0.168 -1.207
10 H 0.797 -3.289 -2.189
11 H 1.678 -1.691 -2.320
12 H -0.831 -2.309 -0.706
13 H 1.916 2.300 1.601
14 H 2.136 2.969 -0.010
15 H 0.509 2.729 0.627
16 H 2.829 -0.748 -0.375
17 H 3.399 0.372 0.867
18 H 3.485 0.828 -0.824
19 H -1.642 1.914 -0.638
20 H -1.462 1.392 1.763
21 H -3.142 1.283 1.232
22 H -2.203 -0.184 1.504
23 H -2.917 -0.847 -0.859
24 H -2.408 0.122 -2.246
25 H -3.685 0.703 -1.179
26 O 0.112 -2.364 2.553
27 H 0.638 -3.132 2.323
28 H 0.606 -1.592 2.262

Atoms 1-2, force components in eV/Å:
C 0.1382 -0.0639 -0.1340
C -0.0478 0.4639 0.2869

This record from OMol25 describes a molecular structure, C8H19BaClIn. The level of theory is wB97M-V/def2-TZVPD.

The value obtained for the strongest force on any atom is 0.1051 hartree/bohr. The molecular weight comes out at 402.84 g mol⁻¹. The value obtained for the gap between HOMO and LUMO is 6.38 eV. As for the charge: +1.

Element x y z (Å)
1 C -2.620 -0.446 2.272
2 C -2.361 -1.931 1.976
3 C -1.429 -2.213 0.837
4 Cl 0.504 -2.038 1.493
5 In -1.381 -1.045 -1.184
6 C -0.641 1.027 -0.883
7 C 0.596 1.362 -0.042
8 C 2.006 1.324 -0.681
9 C 2.187 2.344 -1.812
10 C 2.412 -0.117 -1.087
11 H -2.113 -0.124 3.187
12 H -2.280 0.183 1.442
13 H -3.684 -0.241 2.415
14 H -3.278 -2.464 1.681
15 H -2.029 -2.431 2.897
16 H -1.438 -3.286 0.606
17 H -2.980 -1.091 -1.782
18 H -0.252 -2.035 -2.067
19 H -0.523 1.421 -1.900
20 H -1.483 1.572 -0.438
21 H 0.668 0.634 0.780
22 H 0.490 2.351 0.425
23 H 2.703 1.642 0.123
24 H 2.996 2.054 -2.491
25 H 2.436 3.331 -1.416
26 H 1.278 2.437 -2.411
27 H 1.660 -0.866 -0.790
28 H 2.517 -0.259 -2.165
29 H 3.393 -0.404 -0.657
30 Ba 2.430 -0.811 1.994

Atoms 1-2, force components in eV/Å:
C -0.0909 -0.0152 -0.0264
C 0.5609 0.2429 0.4861